Below is C24H25CrN3O3 as an isolated structure in a non-equilibrium geometry, with properties calculated with ωB97M-V/def2-TZVPD.

The geometry in XYZ format:
```
56
C24H25CrN3O3 (ωB97M-V/def2-TZVPD)
Cr -0.038 0.024 0.067
O -1.543 -1.026 -0.180
O -2.285 0.417 3.585
O -0.744 0.343 1.910
N 0.528 0.279 -1.879
N -2.764 -0.814 1.810
N 1.702 1.058 0.377
C -4.406 -6.318 0.707
C 2.286 1.451 -0.786
C -0.094 -0.150 -3.013
C -3.735 -1.786 -0.124
C 2.261 1.396 1.562
C -4.235 -4.990 0.050
C -3.647 -0.104 3.804
C 3.464 2.258 -0.801
C 4.020 2.604 0.434
C -3.568 -2.228 -1.461
C -4.998 -4.710 -1.131
C 0.374 0.195 -4.259
C -5.908 -5.813 -1.628
C 3.347 2.260 -3.253
C 3.956 2.646 -2.092
C 2.175 1.431 -3.259
C -5.032 -3.533 -1.931
C 1.657 1.040 -2.000
C 1.487 0.983 -4.413
C -1.856 0.007 2.410
C -2.661 -1.218 0.475
C -3.267 -4.317 0.748
C 3.439 2.177 1.610
C -3.930 -1.086 2.725
H 1.762 1.052 2.455
H -5.906 -2.865 -1.824
H -3.916 -1.361 -2.043
H -2.240 -4.076 0.288
H -6.466 -5.403 -2.502
H -4.121 -7.099 -0.017
H -4.887 -0.926 2.224
H 3.841 2.417 2.584
H -3.653 -6.281 1.530
H -0.184 -0.178 -5.149
H -0.981 -0.779 -2.852
H -6.651 -6.127 -0.858
H -5.330 -6.694 -1.998
H -3.439 -3.873 1.801
H 3.740 2.576 -4.225
H 1.872 1.286 -5.388
H 4.853 3.278 -2.108
H -5.410 -6.401 1.149
H -4.790 -3.675 -3.011
H -2.712 -2.850 -1.837
H -3.872 -2.127 3.064
H -4.732 -2.031 0.460
H -4.325 0.741 3.756
H -3.658 -0.555 4.784
H 4.928 3.224 0.445
```

Properties
Maximum force: 0.1156 hartree/bohr
LUMO level (alpha / beta): -7.5 / -7.3 eV
Spin multiplicity: 5
Charge: +2
Kohn-Sham gap (alpha / beta): 0.21348 / 0.23248 Ha
Electronic energy: -64311.6897 eV

Löwdin population analysis, charges in e, atoms 1 to 2: 0.9489, -0.1654

Below is one molecule with the formula C24H25FN4O2, with properties calculated with ωB97M-V/def2-TZVPD.

The geometry in XYZ format:
```
56
C24H25FN4O2 (ωB97M-V/def2-TZVPD)
F -0.847 -6.088 -4.569
O -0.688 3.088 -0.160
O 1.467 2.668 -0.768
N 0.507 0.552 5.896
N 0.489 -2.354 -0.726
N 0.786 2.548 1.397
N 0.992 -0.345 1.231
C 1.939 1.863 1.916
C -2.308 2.881 -1.872
C 1.630 0.395 2.311
C -0.069 -2.901 -3.040
C 1.765 -0.414 0.002
C -2.790 3.195 -3.129
C 0.607 2.754 0.072
C 0.909 -1.024 -1.107
C -0.532 -5.164 -3.630
C -0.382 -3.843 -4.002
C 0.669 -1.710 1.615
C -0.367 -5.561 -2.316
C 0.724 0.454 3.516
C -0.045 -4.617 -1.364
C -1.095 3.410 -1.450
C 0.107 -3.265 -1.700
C -2.063 4.026 -3.965
C -0.655 0.599 3.385
C -0.366 4.251 -2.276
C -0.800 0.693 5.759
C 1.243 0.437 4.806
C -1.432 0.719 4.525
C -0.856 4.550 -3.536
C -0.216 -2.327 0.538
H 0.111 -4.939 -0.347
H -2.437 4.265 -4.949
H -2.504 0.830 4.457
H -1.359 0.784 6.681
H -1.130 -1.716 0.449
H 0.575 4.656 -1.941
H 2.307 0.321 4.972
H 0.134 -1.714 2.566
H -0.506 -3.335 0.832
H -0.288 5.201 -4.183
H -0.520 -3.555 -5.032
H -1.104 0.591 2.402
H 2.060 0.581 -0.323
H -2.859 2.233 -1.208
H -3.732 2.784 -3.457
H -0.480 -6.601 -2.052
H 2.715 1.911 1.152
H 1.515 -1.081 -2.011
H 0.049 -0.361 -1.292
H 2.673 -1.027 0.139
H 2.297 2.385 2.809
H 2.593 -0.067 2.609
H 1.584 -2.318 1.730
H 0.022 -1.871 -3.342
H -0.039 2.570 1.978
```

Properties
Maximum force: 0.0107 hartree/bohr
LUMO level: 0.6 eV
Energy above the lowest of the compared OMol25 structures with the same formula, charge and spin: 0.593 eV
Kohn-Sham gap: 0.30841 Ha
Electronic energy: -38067.2250 eV

Löwdin population analysis, charges in e, atoms 1 to 2: 0.0426, 0.0811

Below is C24H25FN6O4SZn as an isolated structure, with properties calculated with ωB97M-V/def2-TZVPD.

The geometry in XYZ format:
```
62
C24H25FN6O4SZn (ωB97M-V/def2-TZVPD)
Zn 0.214 0.072 -0.690
S 1.715 -1.573 -0.300
F -2.649 -5.735 -0.653
O -0.933 2.173 -0.680
O -0.004 1.688 -1.698
O -1.783 -0.876 -0.875
O -2.650 1.641 -2.055
N -6.509 -8.073 1.071
N -5.169 -6.082 0.442
N 0.706 -0.566 2.066
N 2.472 -2.001 2.215
N -0.183 0.176 1.280
N -5.538 -1.237 0.666
C 1.538 -1.312 1.441
C -6.691 -1.495 2.838
C -5.143 -8.163 1.689
C -4.925 -0.013 0.567
C -4.642 3.066 1.469
C -4.238 2.532 2.740
C -6.408 -7.948 -0.428
C -4.048 2.677 0.330
C -3.055 1.845 2.792
C -2.283 1.472 1.666
C -4.630 -4.772 0.194
C -6.833 -1.290 1.336
C -4.840 -2.371 0.338
C -3.660 0.194 0.137
C -3.352 -4.611 -0.347
C -3.007 1.570 0.311
C -5.284 -6.948 -0.728
C -5.367 -3.661 0.533
C -4.483 -6.785 1.527
C -2.810 -3.377 -0.547
C -2.181 1.804 -0.961
C -1.109 0.762 1.994
C -3.550 -2.243 -0.203
C -2.901 -0.926 -0.357
H -5.406 3.836 1.431
H 2.791 -2.863 1.804
H -7.377 -7.600 -0.779
H -4.348 -7.466 -0.961
H -4.299 3.117 -0.626
H -5.250 -8.455 2.731
H -6.181 -2.434 3.062
H -2.657 1.579 3.767
H -6.105 -0.682 3.267
H -7.330 -0.343 1.131
H -4.746 2.828 3.648
H 2.190 -2.080 3.181
H -6.212 -8.941 -0.827
H -6.938 -7.209 1.409
H -4.593 -6.196 2.438
H -7.444 -2.066 0.874
H -0.960 0.646 3.068
H -4.614 -8.949 1.154
H -7.095 -8.862 1.334
H -5.552 -6.349 -1.595
H -3.414 -6.923 1.336
H -6.347 -3.813 0.963
H -7.670 -1.508 3.318
H -5.525 0.831 0.878
H -1.810 -3.241 -0.942
```

Properties
Maximum force: 0.0017 hartree/bohr
LUMO level: -1.8 eV
Kohn-Sham gap: 0.11206 Ha
Electronic energy: -104390.1454 eV

Löwdin population analysis, charges in e, atoms 1 to 2: 0.5418, 0.5475

Below is C24H25IN2O5RuSSi as an isolated structure in a non-equilibrium geometry, with properties calculated with ωB97M-V/def2-TZVPD.

The geometry in XYZ format:
```
60
C24H25IN2O5RuSSi (ωB97M-V/def2-TZVPD)
I -2.886 0.213 -0.012
Ru 0.130 -0.386 0.538
S 2.572 -0.349 1.155
Si -0.324 1.631 3.167
O -0.173 1.146 1.599
O 0.302 -2.533 3.985
O -0.238 -1.618 2.051
O 3.986 1.333 -3.214
O 0.429 -1.832 -0.689
N 0.053 0.794 -1.125
N 2.770 -3.084 -3.102
C -0.123 3.224 -1.444
C 4.177 -4.042 1.282
C 0.596 -2.271 2.839
C -2.700 3.176 -0.435
C -2.138 4.386 -0.823
C 1.652 -0.596 -2.354
C 1.162 1.215 4.196
C 3.150 -1.932 -3.679
C -0.849 4.398 -1.332
C -0.661 1.994 -1.052
C 2.764 -2.078 1.462
C -1.815 0.834 3.941
C 2.149 -4.148 2.546
C 3.292 -4.767 2.071
C 1.866 -2.819 2.240
C 1.027 0.636 -2.072
C 1.415 -4.285 -1.485
C -1.972 2.007 -0.561
C -0.542 3.486 3.127
C 1.870 -3.010 -2.124
C 1.314 -1.797 -1.704
C 2.643 -0.696 -3.373
C 3.153 0.532 -4.059
C 3.913 -2.717 0.986
H -0.391 5.333 -1.629
H 2.087 1.565 3.735
H 3.766 0.250 -4.916
H 2.322 1.141 -4.438
H -1.632 -0.238 4.049
H -1.483 3.766 2.648
H -3.706 3.141 -0.040
H -2.712 0.971 3.334
H 4.601 -2.145 0.376
H 1.980 -5.114 -1.905
H 3.906 -2.015 -4.456
H 1.555 -4.254 -0.410
H 3.641 1.260 -2.315
H 5.073 -4.510 0.891
H -2.703 5.303 -0.721
H 0.348 -4.446 -1.658
H 0.271 3.940 2.554
H -2.002 1.256 4.933
H -0.528 3.909 4.135
H 1.061 1.681 5.181
H 1.245 0.134 4.335
H 0.898 3.264 -1.798
H 1.452 -4.685 3.178
H 1.258 1.491 -2.690
H 3.487 -5.806 2.306
```

Properties
Maximum force: 0.0214 hartree/bohr
LUMO level (alpha / beta): 2.3 / 1.1 eV
Spin multiplicity: 6
Charge: -1
Energy above the lowest of the compared OMol25 structures with the same formula, charge and spin: 0.000 eV
Kohn-Sham gap (alpha / beta): 0.21589 / 0.23234 Ha
Electronic energy: -67910.7482 eV

Löwdin population analysis, charges in e, atoms 1 to 2: 0.9965, 1.4338